ORCA calculation (ωB97M-V/def2-TZVPD) on a molecular structure, C14H30N3O21S4.

Positions of all 72 atoms, in Å:
N1 0.625461 0.407251 0.473114
O1 -0.264162 0.275523 1.347143
O2 0.654083 1.405523 -0.268828
O3 1.485923 -0.482498 0.341366
C1 -2.399341 0.526252 -2.608337
C2 -3.567771 0.400599 -1.627359
O4 -3.630318 -0.952198 -1.272452
S1 -2.694317 -1.913677 -2.121427
O5 -3.449538 -2.951880 -2.694156
O6 -1.568928 -2.219916 -1.314654
O7 -2.262974 -0.792494 -3.175277
H1 -1.471601 0.669860 -2.047389
H2 -2.493595 1.305212 -3.354451
H3 -4.480472 0.656167 -2.165498
H4 -3.313142 0.968261 -0.736656
C3 -3.195314 -1.144158 2.236773
C4 -4.302886 -0.125817 1.942028
O8 -5.097188 -0.049248 3.136366
S2 -5.148773 -1.477373 3.815796
O9 -6.155699 -2.239447 3.193989
O10 -5.145408 -1.347002 5.222895
O11 -3.721396 -1.955008 3.312868
H5 -2.268229 -0.665741 2.529315
H6 -3.041378 -1.850615 1.425332
H7 -4.947278 -0.370917 1.098964
H8 -3.913530 0.879081 1.795916
C5 3.161790 1.513639 2.564673
C6 3.725585 0.122539 2.837139
O12 4.545930 0.253533 4.005167
S3 4.145567 1.526317 4.855627
O13 5.342775 2.139768 5.283419
O14 3.141411 1.218994 5.797841
O15 3.488929 2.360305 3.680257
H9 2.145292 1.566250 2.191730
H10 3.807144 1.906046 1.775178
H11 4.384106 -0.180519 2.020981
H12 3.032486 -0.718621 2.869929
C7 1.232249 -2.198896 -2.602582
C8 1.274440 -0.754127 -3.103431
O16 2.346651 -0.683782 -4.073455
S4 2.940555 -2.138550 -4.337525
O17 4.343603 -2.104844 -4.416525
O18 2.182309 -2.726034 -5.385633
O19 2.531760 -2.744639 -2.942832
H13 0.472063 -2.813291 -3.086923
H14 1.143514 -2.350714 -1.532783
H15 1.647137 -0.113224 -2.303555
H16 0.294731 -0.453657 -3.459544
C9 1.279039 -3.274316 1.847617
C10 1.217883 -2.620764 3.218152
O20 2.038482 -2.905229 4.081668
N2 0.231558 -1.722574 3.411689
C11 0.045317 -1.052463 4.680522
H17 0.662773 -2.822151 1.073344
H18 0.854634 -4.273035 1.982361
H19 2.335075 -3.246119 1.599302
H20 -0.186924 -1.313628 2.590211
H21 1.000414 -0.776169 5.126899
H22 -0.519177 -1.691691 5.357730
H23 -0.485200 -0.121353 4.478873
C12 1.532186 4.586842 -4.902370
C13 0.046169 4.305877 -4.927485
O21 -0.660647 4.735786 -5.825249
N3 -0.452789 3.460309 -3.987561
C14 0.211227 3.057823 -2.742071
H24 1.764644 4.926225 -5.908819
H25 2.095062 3.682371 -4.676255
H26 1.835591 5.369346 -4.207841
H27 -1.444098 3.305796 -4.068679
H28 1.237058 2.727940 -2.874149
H29 -0.301187 2.175745 -2.383162
H30 0.100657 3.903200 -2.067255

Cartesian forces (eV/Å) of the 2 atoms listed first:
0.10 -0.47 -0.14
-0.25 0.33 -0.17

Its frontier orbital gap is 8.9 eV. As for the LUMO energy: 1.685 eV. The value obtained for the energy above the lowest of the compared OMol25 structures with the same formula, charge and spin is 0.0 kJ/mol. Its total energy is -105810.075 eV. The value obtained for the molar mass is 704.66 g mol⁻¹. The net charge is -1. For the HOMO energy, the calculation gives -7.21 eV.

Atom charges from the Löwdin analysis, given in e for atoms 1 to 4: atom 1 (N): -0.5941, atom 2 (O): -0.0663, atom 3 (O): -0.0481, atom 4 (O): -0.0337


ORCA calculation (ωB97M-V/def2-TZVPD) on a molecular structure, C29H29BBr2N6O2SbSn.

Positions of all 71 atoms, in Å:
Sn1 0.535751 -0.244518 0.483502
C1 1.464804 -0.228940 4.899811
C2 1.758742 -0.593170 3.589604
N1 0.841522 -0.102518 2.756736
N2 -0.052201 0.576206 3.513615
C3 0.303374 0.512319 4.802171
B1 -1.200738 1.322441 2.827680
N3 -0.534519 2.312904 1.832365
C4 -0.486050 3.645654 1.873416
C5 0.428209 4.096471 0.936889
C6 0.912231 2.944935 0.336349
N4 0.327021 1.874171 0.883657
N5 -2.046869 0.284933 2.051290
C7 -3.348695 0.008031 2.152620
C8 -3.661238 -1.017389 1.274500
C9 -2.464128 -1.319349 0.642536
N6 -1.495733 -0.540013 1.132508
H1 2.016393 -0.476409 5.788634
H2 2.584272 -1.186214 3.234897
H3 -0.292492 0.997682 5.556769
H4 -1.884635 1.911364 3.607014
H5 -1.099156 4.187949 2.573616
H6 0.700730 5.114261 0.723942
H7 1.625356 2.826045 -0.463420
H8 -3.967400 0.554234 2.844592
H9 -4.618793 -1.482785 1.122898
H10 -2.240780 -2.046842 -0.121941
Br1 0.131102 -3.321050 -1.399795
C10 1.186659 -2.239348 -2.555471
C11 1.963607 -2.902406 -3.462646
C12 2.541633 -2.206863 -4.541643
C13 2.217680 -0.898615 -4.745672
C14 1.399046 -0.205284 -3.822945
C15 0.924002 1.100404 -4.128274
C16 0.067847 1.741031 -3.288549
C17 -0.188695 1.186064 -2.013587
C18 0.308421 -0.034065 -1.639265
C19 0.977102 -0.835698 -2.622054
H11 2.078957 -3.974764 -3.387233
H12 3.167317 -2.739326 -5.244628
H13 2.558230 -0.375773 -5.630458
H14 1.221771 1.552066 -5.066377
H15 -0.361065 2.698273 -3.553677
H16 -0.770471 1.771799 -1.311294
Br2 2.296711 -4.451405 2.754284
C20 3.698862 -3.890679 1.620543
C21 4.833629 -4.686056 1.591878
C22 5.919874 -4.322060 0.812291
C23 5.892621 -3.152116 0.067132
C24 4.770112 -2.349149 0.107069
C25 3.656514 -2.710205 0.870965
C26 2.492659 -1.810435 0.797408
O1 2.655220 -0.589766 0.445192
O2 1.306024 -2.181103 1.042091
H17 4.861409 -5.589266 2.184454
H18 6.794921 -4.958084 0.794910
H19 6.742100 -2.867456 -0.537744
H20 4.726195 -1.431650 -0.462758
C27 -4.621201 4.021916 -1.839239
Sb1 -3.843852 2.371891 -0.713252
C28 -5.536130 2.223247 0.609501
C29 -4.516603 0.855637 -2.071153
H21 -5.656111 3.817523 -2.110457
H22 -4.035313 4.166184 -2.746106
H23 -4.577159 4.936026 -1.249288
H24 -6.395041 2.725272 0.166346
H25 -5.319603 2.681532 1.573596
H26 -5.785308 1.174011 0.762889
H27 -5.525142 1.081073 -2.415577
H28 -4.516307 -0.110770 -1.568840
H29 -3.847193 0.797967 -2.928851

Cartesian forces (eV/Å) of the 2 atoms listed first:
-0.28 -0.21 0.20
-0.04 0.00 -0.01

Its frontier orbital gap is 8.2 eV. As for the LUMO energy: -2.503 eV. The value obtained for the energy above the lowest of the compared OMol25 structures with the same formula, charge and spin is 40.4 kJ/mol. Its total energy is -196706.541 eV. The value obtained for the molar mass is 904.68 g mol⁻¹. The net charge is +1. For the HOMO energy, the calculation gives -10.68 eV.

Atom charges from the Löwdin analysis, given in e for atoms 1 to 4: atom 1 (Sn): 1.3632, atom 2 (C): -0.0156, atom 3 (C): -0.0912, atom 4 (N): -0.0120


ORCA calculation (ωB97M-V/def2-TZVPD) on a single C5H7FO2 molecule.

Positions of all 15 atoms, in Å:
C1 1.114825 0.139553 0.794963
C2 1.003001 -0.763033 1.809913
C3 0.154157 1.010789 -0.013955
C4 -0.049605 0.584467 -1.707137
C5 -1.583059 -0.557543 -0.257136
H1 1.752061 -0.994367 2.447845
H2 -0.036595 -1.079901 2.202113
H3 0.409576 2.092684 0.219469
H4 0.619353 -0.111787 -2.167638
H5 -0.070929 1.307080 -2.397790
H6 -0.500882 -1.267775 0.041011
H7 -2.637441 -1.112430 -0.142839
O1 -1.381956 -0.245620 -1.743888
O2 -1.176567 0.613026 0.443512
F1 2.384060 0.384857 0.471557

Cartesian forces (eV/Å) of the 2 atoms listed first:
0.33 -1.58 1.54
-5.45 2.01 -1.92

Its frontier orbital gap is 10.2 eV. As for the LUMO energy: 0.926 eV. The value obtained for the energy above the lowest of the compared OMol25 structures with the same formula, charge and spin is 371.6 kJ/mol. Its total energy is -12106.127 eV. The value obtained for the molar mass is 118.11 g mol⁻¹. The structure (SMILES) is C=C(F)[C@H]1COCO1. For the HOMO energy, the calculation gives -9.30 eV.

Atom charges from the Löwdin analysis, given in e for atoms 1 to 4: atom 1 (C): -0.3334, atom 2 (C): 0.0925, atom 3 (C): -0.1146, atom 4 (C): 0.0205


ORCA calculation (ωB97M-V/def2-TZVPD) on a molecular structure, C52H83AsIrN3O2SSeSi.

Positions of all 145 atoms, in Å:
Ir1 -0.259228 -0.223583 0.420557
C1 -2.320642 0.743308 -2.073752
N1 -1.320613 1.320171 -1.179647
C2 -1.982694 2.264744 -0.275066
C3 -0.249121 1.959039 -1.965891
C4 1.126214 1.294002 -1.815541
N2 1.573114 1.138959 -0.431790
C5 1.741340 2.460938 0.192899
C6 1.987330 2.520400 1.678280
C7 3.061657 3.233303 2.160195
C8 3.189731 3.563898 3.511227
C9 2.131661 3.210835 4.348822
C10 1.020422 2.513235 3.925205
C11 0.966029 2.043353 2.563888
O1 0.029440 1.273272 2.157558
C12 -0.143141 2.250543 4.871451
C13 -1.468924 2.600751 4.181331
C14 -0.072619 3.072101 6.162705
C15 -0.137245 0.765031 5.250216
C16 4.356306 4.414439 3.985623
C17 4.162986 5.827602 3.410111
C18 4.428566 4.544985 5.509905
C19 5.696233 3.842872 3.499573
C20 2.875741 0.456186 -0.400075
C21 2.947205 -0.957298 -0.912877
C22 3.833870 -1.293219 -1.912878
C23 4.133801 -2.623641 -2.220122
C24 3.502130 -3.606073 -1.455595
C25 2.624222 -3.333622 -0.423145
C26 2.270370 -1.968896 -0.169756
O2 1.418590 -1.648694 0.736853
C27 2.187883 -4.411422 0.560657
C28 2.840900 -4.052182 1.903003
C29 0.670848 -4.472832 0.745077
C30 2.640290 -5.819403 0.173569
C31 5.246252 -2.936038 -3.216071
C32 4.958397 -2.322941 -4.593643
C33 6.545574 -2.329484 -2.657028
C34 5.459304 -4.438327 -3.426827
H1 -2.825698 1.520745 -2.659249
H2 -3.066747 0.213061 -1.487085
H3 -1.840350 0.038165 -2.755785
H4 -2.434995 3.102891 -0.819793
H5 -1.277438 2.657431 0.452434
H6 -2.766811 1.743394 0.271504
H7 -0.183733 3.016875 -1.698542
H8 -0.491806 1.911301 -3.032279
H9 1.853771 1.899834 -2.384263
H10 1.087664 0.286987 -2.250451
H11 0.818378 3.021650 0.028468
H12 2.555383 3.001839 -0.317476
H13 3.806626 3.579388 1.457518
H14 2.176261 3.515974 5.378329
H15 -1.469402 3.647339 3.885072
H16 -2.297377 2.433595 4.866570
H17 -1.617056 1.990975 3.295358
H18 0.029453 4.133345 5.953090
H19 0.747868 2.747635 6.796419
H20 -0.994122 2.931008 6.723659
H21 -0.175550 0.155180 4.353962
H22 -0.987840 0.526777 5.887779
H23 0.773158 0.517167 5.793080
H24 3.210938 6.237310 3.740272
H25 4.173307 5.820977 2.323740
H26 4.957453 6.484654 3.756728
H27 3.552487 5.051545 5.905946
H28 5.297956 5.142138 5.778413
H29 4.527733 3.573339 5.986818
H30 5.771214 3.841071 2.415889
H31 5.828156 2.823637 3.855504
H32 6.514625 4.447127 3.886721
H33 3.179496 0.441065 0.653583
H34 3.609101 1.061356 -0.955117
H35 4.362147 -0.497925 -2.417991
H36 3.732882 -4.637556 -1.655168
H37 2.498752 -3.078210 2.232734
H38 3.923768 -4.027435 1.803345
H39 2.575255 -4.781383 2.664751
H40 0.277991 -3.494542 0.999453
H41 0.419457 -5.163139 1.547521
H42 0.192999 -4.813401 -0.170035
H43 3.719300 -5.888878 0.075481
H44 2.173481 -6.126934 -0.757132
H45 2.330283 -6.511091 0.953823
H46 4.794339 -1.250749 -4.539926
H47 4.083480 -2.789766 -5.040403
H48 5.806512 -2.493625 -5.252358
H49 6.447623 -1.257028 -2.516114
H50 7.371781 -2.503500 -3.340777
H51 6.796919 -2.774026 -1.696425
H52 4.568573 -4.897362 -3.850110
H53 5.716905 -4.945721 -2.501123
H54 6.280297 -4.596163 -4.124246
C35 -3.847811 -2.763094 -3.324260
Si1 -3.412903 -2.940330 -1.470006
C36 -3.440624 -4.805916 -1.048243
C37 -4.740081 -1.966366 -0.495430
Se1 -1.210660 -2.257984 -1.116822
H55 -4.862118 -3.109517 -3.495222
H56 -3.184228 -3.367064 -3.934826
H57 -3.783379 -1.736964 -3.673894
H58 -4.306082 -5.298722 -1.481371
H59 -3.460266 -4.983762 0.021323
H60 -2.554602 -5.293995 -1.442489
H61 -5.705873 -2.439625 -0.645196
H62 -4.833654 -0.943481 -0.848053
H63 -4.546271 -1.931879 0.571569
N3 -1.662898 -1.074131 1.976701
S1 -1.687406 -2.570692 2.524455
C38 -3.205021 -2.607349 3.524579
C39 -3.469075 -1.623443 4.461916
C40 -4.691584 -1.620465 5.110515
C41 -5.637799 -2.593411 4.822780
C42 -5.365950 -3.574993 3.882377
C43 -4.144676 -3.581215 3.230471
C44 -0.497502 -2.717581 3.894290
C45 -0.753396 -3.562771 4.960088
C46 0.191243 -3.687913 5.964512
C47 1.383908 -2.986546 5.890972
C48 1.635654 -2.157791 4.811921
C49 0.696279 -2.026239 3.802004
H64 -1.741217 -0.365184 2.702622
H65 -2.724330 -0.874986 4.689213
H66 -4.906850 -0.853232 5.839193
H67 -6.588959 -2.590557 5.332866
H68 -6.103597 -4.331410 3.654462
H69 -3.911288 -4.342580 2.503112
H70 -1.673996 -4.121690 5.008362
H71 -0.010417 -4.331352 6.806486
H72 2.118379 -3.093857 6.674221
H73 2.564882 -1.612740 4.746910
H74 0.891076 -1.400365 2.943545
C50 -1.085279 -1.624845 -5.801358
As1 0.064336 -1.663853 -4.196624
C51 1.634833 -0.811791 -5.036442
C52 0.664906 -3.527370 -4.316140
H75 -0.590055 -2.160865 -6.608673
H76 -1.255970 -0.594980 -6.115142
H77 -2.051980 -2.084597 -5.613861
H78 1.830459 -1.282132 -5.998164
H79 2.501287 -0.941054 -4.393759
H80 1.473631 0.255270 -5.191429
H81 1.053993 -3.728352 -5.313206
H82 -0.165714 -4.201700 -4.114397
H83 1.442090 -3.726338 -3.579703

Cartesian forces (eV/Å) of the 2 atoms listed first:
2.10 0.16 0.69
-0.15 -0.36 -0.21

Its spin multiplicity is 2. Its frontier orbital gap (alpha / beta) is 5.5 / 4.1 eV. As for the LUMO energy (alpha / beta): -3.517 / -4.976 eV. The value obtained for the energy above the lowest of the compared OMol25 structures with the same formula, charge and spin is 144.1 kJ/mol. Its total energy is -211566.686 eV. The value obtained for the molar mass is 1188.51 g mol⁻¹. The net charge is +1. Its expectation value of S² is 0.76. For the HOMO energy (alpha / beta), the calculation gives -9.05 / -9.05 eV.

Atom charges from the Löwdin analysis, given in e for atoms 1 to 4: atom 1 (Ir): 1.1661, atom 2 (C): -0.1402, atom 3 (N): -0.3193, atom 4 (C): -0.0899